The following is a DFT calculation (wB97M-V/def2-TZVPD) of a structure of composition C41H41As2N5O12PbS at a distorted geometry.

## Properties
- Spin multiplicity: 1
- Orbital gap: 5.73 eV
- HOMO energy: -0.062 Ha
- E_LUMO: 0.149 Ha
- Net charge: -2

Atoms and positions in Å:
Pb  1.8309  0.3498  1.4697
O  6.9236  -1.2446  1.8366
C  6.8663  -1.0882  0.5021
C  8.0371  -0.7634  -0.1804
C  8.0393  -0.6526  -1.5575
C  6.8748  -0.8598  -2.2796
C  5.6909  -1.1158  -1.6107
C  5.6713  -1.2323  -0.2253
C  4.3683  -1.3124  0.4752
O  3.3063  -1.0111  -0.1311
N  4.4321  -1.6246  1.7567
N  3.3165  -1.3725  2.4963
C  3.2726  -1.9620  3.6385
C  2.3092  -1.7779  4.6734
C  2.3759  -2.6680  5.7517
C  1.5227  -2.5883  6.8257
C  0.5682  -1.5735  6.8447
C  0.4767  -0.6800  5.8140
C  1.3294  -0.7306  4.6744
O  1.2046  0.1482  3.7611
H  5.9761  -1.4692  2.1148
H  8.9368  -0.6038  0.3943
H  8.9607  -0.3972  -2.0652
H  6.8882  -0.8052  -3.3585
H  4.7514  -1.2332  -2.1370
H  4.0676  -2.6859  3.8596
H  3.1220  -3.4552  5.7167
H  1.5953  -3.2926  7.6432
H  -0.1074  -1.4887  7.6871
H  -0.2602  0.1104  5.8427
C  2.3993  5.5259  -2.7402
O  1.4982  4.4419  -2.7159
C  1.9058  3.3902  -1.9413
O  3.0007  3.3930  -1.4043
C  1.0255  2.2494  -1.9717
C  -0.3255  2.3200  -1.8132
As  -1.5054  0.7858  -2.1205
C  -1.0054  0.5625  -4.0313
C  -0.3556  -0.7133  -1.3987
C  0.9436  -0.7665  -2.0712
As  2.1782  0.6819  -1.9050
C  2.8318  0.8994  -3.7807
C  1.4750  -1.8839  -2.7014
O  2.6016  -1.9599  -3.2141
O  0.6166  -2.9912  -2.8048
C  1.2163  -4.1693  -3.2658
C  -1.2659  -1.8899  -1.5901
O  -2.2246  -1.7904  -2.3452
O  -1.2010  -3.0259  -0.8994
C  -0.1472  -3.3275  -0.0091
C  -0.8783  3.5343  -1.2586
O  -0.3261  4.2612  -0.4574
O  -2.1939  3.8759  -1.5764
C  -2.6647  3.6923  -2.8902
H  2.1207  6.1571  -3.5822
H  3.4236  5.1598  -2.8566
H  2.3423  6.0890  -1.8058
H  -0.7951  1.5194  -4.5119
H  -1.8027  0.0575  -4.5747
H  -0.1097  -0.0595  -4.0615
H  2.0185  1.1858  -4.4462
H  3.2576  -0.0473  -4.0979
H  3.6006  1.6720  -3.7893
H  0.4309  -4.7727  -3.7225
H  1.6748  -4.7238  -2.4351
H  1.9957  -3.9312  -3.9973
H  -0.0374  -4.4131  -0.0397
H  -0.4158  -3.0008  0.9986
H  0.7938  -2.8573  -0.2923
H  -3.1007  4.6430  -3.2159
H  -3.4400  2.9141  -2.9156
H  -1.8542  3.4091  -3.5700
S  -0.4468  -0.3993  0.4811
C  -5.2024  -3.4255  0.4342
C  -5.5127  -1.9621  0.3633
C  -4.5727  -1.0726  -0.1418
C  -4.8152  0.2852  -0.1724
C  -6.0092  0.7895  0.3323
N  -6.2923  2.1609  0.3992
C  -5.4640  3.2497  0.2358
O  -5.9255  4.2873  -0.2160
N  -4.1603  3.1608  0.6261
C  -3.5236  2.3730  1.5825
C  -4.1617  1.5233  2.4822
C  -3.3840  0.7595  3.3388
C  -2.0089  0.9197  3.3254
N  -1.4102  1.8218  2.5684
C  -2.1351  2.5071  1.7161
C  -6.9780  -0.0999  0.7921
C  -6.7283  -1.4584  0.8097
H  -4.4661  -3.6835  -0.3216
H  -6.0972  -4.0303  0.2909
H  -4.7799  -3.6645  1.4111
H  -3.6340  -1.4376  -0.5267
H  -4.0668  0.9348  -0.6070
H  -7.2676  2.4030  0.2869
H  -3.5509  3.8336  0.1694
H  -5.2359  1.4480  2.5312
H  -3.8501  0.0567  4.0148
H  -1.3530  0.3306  3.9468
H  -1.6007  3.2226  1.1097
H  -7.9296  0.2835  1.1391
H  -7.4866  -2.1334  1.1876

These are the Mulliken partial charges, in e, on atoms 1 to 99: 1.068 -0.709 0.014 -0.628 -0.269 -1.059 -0.298 0.325 0.097 -0.166 -0.832 0.203 -0.613 0.696 -0.687 -0.629 -0.495 -0.443 0.246 -0.802 0.456 0.391 0.339 0.422 0.831 0.274 0.311 0.367 0.351 0.524 -0.855 -0.272 -1.005 -0.644 0.291 0.539 0.858 -1.183 -0.379 -0.421 1.597 -1.507 1.043 -0.809 -0.159 -1.038 0.108 -0.684 -0.357 -0.606 -0.193 -0.667 -0.326 -0.766 0.246 0.326 0.295 0.349 0.388 0.186 0.364 0.497 0.389 0.284 0.314 0.294 0.342 0.279 0.158 0.317 0.220 0.310 0.424 -1.552 0.201 0.174 0.625 -0.273 0.028 0.232 -0.749 0.115 0.729 -0.285 -0.761 -0.212 -0.270 -1.018 -0.553 -0.665 0.362 0.426 0.264 0.318 0.111 0.263 0.117 0.538 0.457


The following is a DFT calculation (wB97M-V/def2-TZVPD) of the molecule C21H40O4.

## Properties
- Spin multiplicity: 1
- Orbital gap: 9.58 eV
- HOMO energy: -0.330 Ha
- SMILES: CCCCCCCC/C=C\CCCCCCCC(=O)OC(CO)CO
- E_LUMO: 0.022 Ha
- ΔE to the lowest compared entry with this formula, charge and spin: 0.0 kcal/mol

Atoms and positions in Å:
C  -5.6500  -0.1442  1.0091
C  -4.4178  -0.3679  0.1399
C  -4.3868  0.5202  -1.1053
C  -4.3516  2.0232  -0.8228
C  -3.1061  2.5067  -0.0792
C  -1.8285  2.4103  -0.9097
C  -0.6442  3.0399  -0.1815
C  0.6665  2.8601  -0.9572
C  1.7923  3.5716  -0.2711
C  2.5321  3.0998  0.7213
C  2.4280  1.7459  1.3498
C  3.8075  1.1319  1.6038
C  4.6298  0.9331  0.3286
C  3.9903  0.0070  -0.7069
C  3.7606  -1.4072  -0.1783
C  3.2720  -2.3855  -1.2472
C  1.9522  -1.9568  -1.8991
C  0.8820  -1.6447  -0.8802
O  0.2622  -0.6075  -0.8590
O  0.7120  -2.6513  -0.0300
C  -0.2876  -2.6040  1.0103
C  -0.2292  -1.3365  1.8880
O  -1.0760  -0.3059  1.4867
C  -1.6808  -2.8287  0.4088
O  -1.8512  -4.1435  -0.0509
H  -5.6353  0.8435  1.4620
H  -6.5587  -0.2404  0.4178
H  -5.6830  -0.8803  1.8093
H  -3.5192  -0.2044  0.7360
H  -4.4100  -1.4100  -0.1901
H  -5.2762  0.3089  -1.7060
H  -3.5173  0.2491  -1.7077
H  -4.4158  2.5525  -1.7778
H  -5.2358  2.2962  -0.2441
H  -2.9776  1.9387  0.8427
H  -3.2598  3.5531  0.1990
H  -1.9775  2.9195  -1.8658
H  -1.5984  1.3658  -1.1237
H  -0.8318  4.1065  -0.0332
H  -0.5397  2.5830  0.8044
H  0.5427  3.2651  -1.9642
H  0.8705  1.7925  -1.0494
H  1.9646  4.5870  -0.6056
H  3.2941  3.7357  1.1564
H  1.8237  1.0853  0.7300
H  1.9143  1.8480  2.3121
H  4.3687  1.7936  2.2688
H  3.6918  0.1779  2.1228
H  4.7880  1.9080  -0.1378
H  5.6089  0.5334  0.6065
H  4.6505  -0.0436  -1.5767
H  3.0470  0.4425  -1.0353
H  4.6974  -1.7886  0.2358
H  3.0312  -1.3825  0.6331
H  3.1371  -3.3665  -0.7878
H  4.0261  -2.4795  -2.0311
H  2.0912  -1.0701  -2.5174
H  1.5870  -2.7665  -2.5352
H  -0.0235  -3.4715  1.6245
H  -0.5519  -1.6106  2.8954
H  0.8177  -1.0000  1.9423
H  -0.8025  -0.0212  0.5957
H  -1.8528  -2.1035  -0.3971
H  -2.4313  -2.6717  1.1845
H  -1.1591  -4.3425  -0.6922

Per-atom Mulliken charges, elementary charge units: -1.555 0.453 -0.737 -0.996 -0.472 -0.176 -0.784 -0.121 -0.448 -0.744 1.394 -1.265 -1.024 0.020 -0.052 -1.054 -0.715 0.390 -0.491 -0.336 0.215 -0.499 -0.431 -0.379 -0.613 0.309 0.311 0.443 -0.168 0.397 0.429 0.227 0.375 0.370 0.157 0.455 0.580 -0.228 0.503 0.282 0.675 -0.425 0.404 0.416 -1.192 0.437 0.477 0.393 0.426 0.411 0.379 -0.195 0.498 -0.178 0.364 0.468 0.273 0.471 0.211 0.515 -0.017 0.205 0.169 0.433 0.360


The following is a DFT calculation (wB97M-V/def2-TZVPD) of a cluster of 2 separate species, C5H8F3N in total at a distorted geometry.

## Properties
- Spin multiplicity: 1
- Orbital gap: 7.80 eV
- HOMO energy: -0.263 Ha
- E_LUMO: 0.024 Ha
- ΔE to the lowest compared entry with this formula, charge and spin: 33.6 kcal/mol

Atoms and positions in Å:
C  1.2842  -1.7619  1.3542
C  0.6649  -0.8127  0.6839
C  0.7085  1.4397  0.7658
C  1.1497  0.3321  -1.4180
C  -2.4374  0.0360  -0.2705
N  0.7997  0.3134  0.0910
F  -2.4511  1.0339  -1.1238
F  -2.7578  0.6337  0.9187
F  -3.3838  -0.8876  -0.5101
H  0.8321  -2.6344  1.6055
H  2.3587  -1.5805  1.4105
H  -1.4502  -0.4689  -0.2393
H  0.3460  2.2967  0.2447
H  0.7265  1.3077  1.8426
H  2.1863  -0.0363  -1.6246
H  0.4899  -0.4812  -1.8789
H  0.9339  1.2703  -1.8519

Per-atom Mulliken charges, elementary charge units: -0.857 0.161 -0.581 -0.776 0.845 0.042 -0.227 -0.257 -0.255 0.303 0.267 -0.168 0.266 0.314 0.305 0.307 0.311


The following is a DFT calculation (wB97M-V/def2-TZVPD) of a structure of composition C33H39As2FeN2O17SSi at a distorted geometry.

## Properties
- Spin multiplicity: 2
- Orbital gap (alpha / beta): 4.77 / 6.70 eV
- HOMO energy (alpha / beta): -0.028 / -0.099 Ha
- E_LUMO (alpha / beta): 0.147 / 0.147 Ha
- ΔE to the lowest compared entry with this formula, charge and spin: 29.1 kcal/mol
- Net charge: -2
- ⟨S²⟩: 1.14

Atoms and positions in Å:
Fe  -0.2390  1.1590  -0.1764
O  -0.3237  3.2821  5.3168
C  -0.3206  2.6938  4.0833
C  -1.4880  2.4250  3.4009
C  -1.4178  1.8081  2.1517
N  -0.2312  1.5211  1.6168
C  0.8938  1.8486  2.2366
C  0.9124  2.4004  3.4997
C  2.0951  1.6851  1.3298
O  3.2328  1.8930  1.7272
O  1.7408  1.3667  0.1325
C  -2.5814  1.4835  1.3570
O  -3.7112  1.8187  1.5908
O  -2.3220  0.6584  0.2625
H  -1.2373  3.4374  5.5745
H  -2.4646  2.6686  3.8034
H  1.8411  2.5990  4.0128
C  -5.7642  3.5146  -4.8256
C  -4.5384  2.7345  -4.4262
C  -3.9699  1.7965  -5.2831
C  -2.8518  1.0728  -4.8991
C  -2.2999  1.2619  -3.6392
C  -2.8536  2.1913  -2.7751
C  -3.9613  2.9233  -3.1746
S  -0.7799  0.3827  -3.2428
O  -1.1232  -0.9664  -2.8588
O  -0.0368  0.5275  -4.4776
N  -0.1146  1.1182  -2.0171
C  0.4983  2.4026  -2.2450
C  -0.1232  3.4733  -1.3113
O  0.2240  4.6400  -1.4792
O  -0.9653  3.0181  -0.4473
H  -6.0414  3.3023  -5.8585
H  -5.5968  4.5885  -4.7248
H  -6.6057  3.2479  -4.1823
H  -4.4036  1.6378  -6.2651
H  -2.3872  0.3641  -5.5724
H  -2.4260  2.3403  -1.7929
H  -4.3819  3.6588  -2.4972
H  0.4236  2.7166  -3.2912
H  1.5583  2.3652  -1.9853
C  -1.4848  -1.9533  4.4716
O  -0.2743  -2.1128  3.7632
C  -0.2409  -1.5150  2.5362
O  -1.3025  -1.0913  2.0556
C  1.0253  -1.5247  1.8699
C  2.2249  -1.7366  2.5553
As  3.8872  -2.3033  1.7284
C  5.0436  -0.9300  2.5523
C  3.7322  -1.5157  -0.0476
C  2.6188  -1.1514  -0.7058
As  0.7523  -1.2048  -0.0600
C  0.6513  -3.1266  -0.6119
C  2.7637  -0.9091  -2.1756
O  2.6351  -1.8034  -2.9813
O  3.1188  0.3301  -2.4839
C  3.5228  0.5359  -3.8382
C  5.0061  -1.5353  -0.7930
O  5.2644  -1.0597  -1.8707
O  5.9777  -2.2138  -0.1090
C  7.2534  -2.2113  -0.7269
C  2.3661  -1.7037  3.9867
O  1.9277  -0.9395  4.8141
O  3.2870  -2.7063  4.4588
C  2.7500  -4.0155  4.3900
H  -1.3129  -2.3728  5.4615
H  -2.3087  -2.4749  3.9770
H  -1.7491  -0.8964  4.5582
H  4.9612  -1.0355  3.6331
H  4.6994  0.0614  2.2600
H  6.0834  -1.0681  2.2578
H  1.5244  -3.6474  -0.2224
H  0.6656  -3.1385  -1.7012
H  -0.2653  -3.5871  -0.2493
H  4.3098  -0.1777  -4.0894
H  3.9042  1.5532  -3.8840
H  2.6811  0.4096  -4.5095
H  7.9130  -2.7749  -0.0706
H  7.6186  -1.1900  -0.8480
H  7.2036  -2.6800  -1.7109
H  2.3527  -4.3098  5.3683
H  3.5435  -4.7046  4.0916
H  1.9426  -4.0746  3.6548
C  -4.8111  -0.1206  -1.1755
Si  -3.4991  -0.5634  0.1150
C  -4.4105  -0.9455  1.7327
C  -2.7182  -2.1809  -0.4098
H  -5.6356  -0.8352  -1.1028
H  -4.3969  -0.1924  -2.1817
H  -5.2107  0.8852  -1.0430
H  -4.8122  -1.9606  1.7030
H  -5.2273  -0.2468  1.9138
H  -3.7145  -0.8722  2.5705
H  -3.4995  -2.9115  -0.6372
H  -2.1026  -2.5646  0.4014
H  -2.0931  -2.0471  -1.2897

Per-atom Mulliken charges, elementary charge units: -0.598 -0.599 0.773 -0.753 0.838 1.057 0.473 -1.024 0.092 -0.887 -0.573 -0.705 -0.658 0.619 0.295 0.459 0.622 -1.462 1.281 -0.938 -1.167 -0.162 0.194 -1.151 1.717 -0.908 -0.856 0.764 -0.631 0.305 -0.835 -0.729 0.358 0.326 0.287 0.273 0.447 0.611 0.405 0.829 0.036 -0.814 -0.210 -0.690 -0.761 0.171 1.197 -0.513 -1.029 1.282 -0.632 2.190 -1.413 -0.705 -0.629 0.083 -0.896 0.289 -0.601 -0.254 -0.829 -0.064 -0.622 -0.387 -0.628 0.272 0.243 0.267 0.383 0.253 0.386 0.437 0.388 0.442 0.325 0.246 0.244 0.235 0.310 0.292 0.265 0.296 0.240 -1.295 1.051 -1.163 -0.491 0.446 0.265 0.286 0.415 0.291 0.108 0.604 -0.121 0.122